(1)
Here is a molecular structure, C9H11FLiN2O4S3 in a non-equilibrium geometry from the OMol25 dataset. Energies are from ωB97M-V/def2-TZVPD.

Structure (XYZ):
```
31
Properties=species:S:1:pos:R:3:forces:R:3:lowdin_charge:R:1
O 0.164278 -2.909998 1.455365 1.38 1.85 -1.27 -0.22
S 0.332972 -2.452758 0.087758 -2.26 -1.97 -0.07 0.69
O -0.531225 -3.169384 -0.808485 1.39 1.74 -0.08 -0.21
O 1.900968 -2.649650 -0.446921 -0.51 0.62 1.85 -0.15
C 2.563489 -1.577910 0.258153 -1.58 0.97 -1.57 -0.28
F 3.897842 -1.729058 -0.151030 -0.66 0.16 0.94 0.00
C 1.756813 -0.315998 -0.264813 -0.49 0.94 0.11 -0.18
C 1.808557 0.995148 0.605929 0.56 0.45 -0.05 -0.13
C 1.439760 2.302123 -0.198953 -0.78 -0.27 -0.38 -0.22
C -0.132608 2.464046 -0.402972 0.65 -0.33 -0.88 -0.46
S -1.051859 2.637554 1.187099 -0.44 -1.06 -0.06 0.88
C -2.005280 1.092851 1.487084 0.27 -0.12 -0.61 -1.05
S -2.165456 0.478373 2.993400 0.15 0.49 -1.08 0.71
N -2.574347 0.477096 0.320832 0.28 0.41 0.31 -0.17
C -2.705746 -0.909559 0.112269 -1.33 0.79 -3.01 -0.08
C -3.284395 -0.954712 -1.205222 0.80 -0.62 1.90 -0.12
N -3.530709 0.313310 -1.765493 1.53 0.23 3.20 0.07
C -3.074964 1.157716 -0.804927 -0.26 -1.29 -0.84 -0.16
O 0.362914 -0.804173 -0.081684 0.46 -2.52 0.45 -0.21
H 2.315798 -1.577327 1.352675 1.35 -0.60 -0.56 0.18
H 1.763088 -0.129862 -1.374019 0.85 -0.27 1.04 0.18
H 2.831346 1.170399 1.051923 -0.93 -0.50 -0.50 0.14
H 1.082547 0.864946 1.451394 0.70 0.05 -0.61 0.11
H 1.859839 2.194792 -1.243471 -0.22 0.39 1.09 0.12
H 1.859484 3.228980 0.282630 -0.32 -1.10 -0.41 0.12
H -0.464642 1.590574 -1.029216 -0.09 0.79 0.84 0.08
H -0.357844 3.384167 -1.009422 0.30 -0.85 0.65 0.09
H -2.387368 -1.716002 0.807509 -0.43 1.11 -0.56 0.11
H -3.501260 -1.921126 -1.717154 0.09 1.24 0.28 0.11
H -3.065567 2.267898 -0.830350 -0.14 -1.13 -0.04 0.13
Li 4.893573 -3.802455 -0.119888 -0.30 0.39 -0.08 0.94
```
Positions in Å, forces in eV/Å.

The calculation puts the LUMO energy at -5.30 eV. Its net charge is +1. Its orbital gap is 5.58 eV. The value obtained for the total energy is -2061.65030 Eh.

***

(2)
Here is a molecular structure, C31H44BaF3N12O4Se2 in a non-equilibrium geometry from the OMol25 dataset. Energies are from ωB97M-V/def2-TZVPD.

Structure (XYZ):
```
97
Properties=species:S:1:pos:R:3:forces:R:3:lowdin_charge:R:1
Ba 0.157626 -0.078799 -0.101242 -0.75 0.12 1.43 2.01
C -0.578345 -6.069594 1.432121 0.07 -0.06 -0.04 -0.05
N 0.481801 -5.102011 1.670393 -0.10 0.04 0.00 -0.08
C 1.547289 -5.596057 2.541338 0.02 -0.07 -0.02 -0.14
C 2.244618 -4.320110 2.980235 0.04 0.00 0.02 -0.13
N 1.136301 -3.389789 2.957937 -0.07 0.02 -0.11 -0.11
C 1.337035 -1.987599 3.214447 0.13 0.02 0.04 -0.04
C 0.232175 -3.768004 1.986469 0.08 0.02 0.13 -0.37
N -0.602531 -2.913548 1.516302 0.02 -0.07 -0.07 0.07
C -1.684860 -3.333074 0.645094 -0.12 -0.01 -0.04 -0.25
C -2.478484 -2.100958 0.196231 -0.09 0.13 -0.11 -0.27
N -2.107263 -1.630516 -1.136694 -0.03 -0.05 0.24 -0.01
C -2.753077 -2.060075 -2.167617 0.05 -0.05 -0.21 -0.35
N -2.551257 -1.497586 -3.414247 0.02 0.03 0.09 -0.10
C -1.336694 -0.789797 -3.725674 0.15 0.08 -0.10 -0.04
C -3.134452 -2.327510 -4.447661 -0.07 0.00 -0.06 -0.13
C -4.235776 -3.030845 -3.678618 0.01 -0.05 -0.05 -0.13
N -3.683888 -3.072226 -2.332597 0.07 0.07 0.10 -0.08
C -4.436837 -3.809066 -1.339449 0.00 -0.02 -0.01 -0.04
H -0.109577 -7.024079 1.195132 0.01 0.00 0.01 0.09
H -1.195206 -5.796310 0.584757 -0.02 0.01 0.02 0.06
H -1.207430 -6.211679 2.318343 -0.03 0.01 -0.01 0.10
H 2.200834 -6.276013 1.996197 0.00 -0.01 0.01 0.13
H 1.126884 -6.132046 3.401090 -0.02 0.05 0.02 0.13
H 3.034902 -4.033407 2.272024 -0.02 0.02 -0.01 0.12
H 2.675512 -4.393390 3.977978 0.02 -0.02 -0.01 0.12
H 2.066529 -1.872976 4.018079 -0.05 -0.04 0.04 0.10
H 0.398634 -1.525379 3.513152 -0.01 0.02 -0.02 0.09
H 1.727091 -1.470800 2.333818 -0.06 0.01 -0.01 0.05
H -2.363262 -4.019517 1.165505 0.01 0.03 0.04 0.11
H -1.331434 -3.846410 -0.258359 0.05 0.00 0.02 0.12
H -2.261675 -1.316611 0.933814 0.04 0.05 -0.11 0.07
H -3.554742 -2.246518 0.280529 -0.01 -0.13 0.04 0.10
H -1.083569 -0.065811 -2.959197 -0.13 -0.04 0.02 0.04
H -1.473124 -0.241753 -4.658295 -0.02 -0.03 -0.01 0.10
H -0.484001 -1.470698 -3.849864 -0.02 -0.01 0.02 0.10
H -2.405500 -3.043296 -4.849782 0.02 0.00 0.04 0.13
H -3.514389 -1.720098 -5.268399 0.03 0.00 -0.01 0.13
H -4.426354 -4.041122 -4.039209 -0.01 0.01 -0.01 0.12
H -5.176252 -2.467299 -3.711187 0.02 0.02 0.03 0.13
H -4.902283 -4.652619 -1.848854 0.00 0.01 0.00 0.09
H -5.233346 -3.220627 -0.873740 0.00 0.01 -0.01 0.10
H -3.793851 -4.219939 -0.566999 0.01 0.02 0.02 0.07
Se -0.021610 3.908347 -2.800798 0.06 0.02 0.29 0.71
Se 0.483336 4.716026 -0.679805 -0.19 -0.17 -0.24 0.67
C 2.257377 3.989921 -0.478054 -0.01 0.04 0.05 -0.68
C 3.178535 4.800442 0.176513 0.25 -0.06 0.05 -0.12
C 4.483331 4.344491 0.280904 -0.03 -0.01 -0.04 -0.06
C 4.817967 3.135654 -0.310819 -0.03 -0.02 0.01 -0.06
C 3.813798 2.413051 -0.935789 0.03 -0.12 0.12 -0.13
N 2.542263 2.804833 -0.987586 0.03 0.15 0.02 0.05
C -1.549262 2.789738 -2.433619 0.08 0.15 -0.18 -0.67
C -2.567592 2.873188 -3.378583 -0.13 -0.11 0.01 -0.11
C -3.711286 2.117737 -3.185990 -0.01 0.01 0.01 -0.05
C -3.821456 1.353342 -2.036103 0.05 0.02 0.06 -0.05
C -2.755642 1.349029 -1.154123 -0.09 -0.01 0.00 -0.18
N -1.616560 2.016907 -1.359220 -0.01 0.06 0.13 -0.02
H 2.905903 5.774623 0.558909 -0.09 -0.01 -0.02 0.10
H 5.236106 4.945714 0.774761 -0.01 0.01 0.00 0.11
H 5.832455 2.760254 -0.304003 -0.01 0.02 0.01 0.11
H 4.046841 1.467800 -1.411284 -0.04 -0.10 0.00 0.11
H -2.481075 3.531822 -4.231571 0.07 0.03 0.02 0.10
H -4.518269 2.155943 -3.906463 0.00 0.00 0.00 0.12
H -4.706435 0.772582 -1.817256 -0.01 0.00 -0.02 0.11
H -2.813782 0.771623 -0.238158 0.02 0.02 0.01 0.08
C 3.496223 1.967713 4.523558 0.05 -0.06 -0.10 0.00
N 3.787951 1.049295 3.427801 0.05 -0.02 0.06 -0.04
C 4.928699 0.312953 3.393155 -0.06 0.09 0.01 -0.04
C 5.187771 -0.532806 2.378099 -0.07 0.07 0.05 0.00
C 4.196526 -0.616818 1.344300 0.15 -0.06 -0.28 -0.38
N 3.087681 0.104912 1.362955 0.00 0.03 0.20 0.14
C 2.849517 0.946100 2.403457 -0.09 0.10 -0.44 -0.52
O 1.825226 1.624516 2.462377 -0.01 0.01 0.05 0.00
N 4.392817 -1.440412 0.308691 0.08 -0.16 0.10 0.20
H 4.371314 2.019376 5.166088 -0.03 0.03 0.04 0.09
H 2.634676 1.618636 5.089948 0.00 0.01 0.02 0.10
H 3.268695 2.951476 4.120117 0.02 0.02 0.03 0.10
H 5.605614 0.457861 4.224190 0.02 -0.03 -0.01 0.13
H 6.099076 -1.109253 2.349523 -0.01 -0.02 -0.02 0.11
H 5.220378 -2.007370 0.272062 0.00 0.01 -0.01 0.12
H 3.669530 -1.562442 -0.397404 -0.05 0.15 0.02 0.07
C -2.556003 1.951514 3.417070 -0.05 0.10 -0.07 0.02
C -1.326225 2.047556 2.556100 -0.02 -0.19 -0.10 -0.57
N -0.564014 3.137824 2.661690 -0.02 0.10 0.32 0.20
O -1.062316 1.148321 1.750437 -0.38 0.26 0.41 -0.26
H -2.477278 2.512939 4.346347 0.03 0.01 -0.01 0.08
H -2.742810 0.902039 3.627911 -0.02 0.00 0.03 0.09
H -3.404737 2.342557 2.852826 -0.01 -0.02 0.00 0.10
H -0.739622 3.784876 3.410357 0.01 0.04 -0.04 0.12
H 0.367538 3.107732 2.269343 -0.04 -0.09 -0.09 0.08
F 4.109347 -0.979833 -3.027186 0.01 0.00 -0.01 0.14
C 2.843020 -0.796097 -3.444209 0.01 0.02 0.01 -0.55
F 2.840259 0.188261 -4.335382 0.01 0.00 -0.02 0.17
F 2.450183 -1.922608 -4.060259 -0.01 -0.01 0.00 0.15
C 1.920209 -0.503245 -2.236048 0.29 -0.04 -0.16 -0.65
O 1.126837 0.444113 -2.315799 0.41 0.02 -1.04 -0.21
O 2.052045 -1.276113 -1.249311 0.56 -0.44 -0.61 -0.23
```
Positions in Å, forces in eV/Å.

The calculation puts the LUMO energy at -1.86 eV. Its net charge is +1. Its orbital gap is 8.16 eV. The value obtained for the total energy is -7293.74375 Eh. The energy above the lowest of the compared OMol25 structures with the same formula, charge and spin is 127.7 kJ/mol.

***

(3)
Here is 2 unconnected molecules or ions with the total composition C4H9NO4 in a non-equilibrium geometry from the OMol25 dataset. Energies are from ωB97M-V/def2-TZVPD.

Structure (XYZ):
```
18
Properties=species:S:1:pos:R:3:forces:R:3:lowdin_charge:R:1
N 1.430270 -1.129415 0.820560 0.68 -0.25 0.07 0.13
C 1.281536 -0.207030 -0.252092 -2.90 -0.74 -0.77 -0.65
O 2.285208 -0.258295 -1.187386 0.30 -0.33 -0.10 0.08
O 1.149586 1.087011 0.175610 -0.47 1.15 0.97 0.03
C -0.100757 -0.628454 -1.181973 3.71 -0.51 -0.10 -0.48
O -0.425249 -1.781844 -1.242980 -0.78 0.52 0.19 0.10
O -0.377220 0.273507 -2.127077 -0.72 0.26 0.09 0.12
H 0.600440 -1.158061 1.405630 0.16 0.02 -0.14 0.08
H 1.594438 -2.065868 0.459532 -0.26 0.14 0.03 0.10
H 3.095287 -0.626550 -0.807855 -0.18 0.17 0.20 0.12
H 0.366399 1.180394 0.788274 1.14 -0.34 -0.99 0.06
H 0.038643 1.121123 -1.900564 0.06 -0.19 0.12 0.12
C -1.939478 0.091221 0.575085 -0.53 1.00 0.97 -0.05
C -1.585928 1.295904 1.047957 -1.09 -0.78 -0.02 -0.06
H -1.804633 -0.807249 1.159141 0.16 -0.10 0.00 0.07
H -2.545255 -0.008999 -0.311052 0.26 -0.03 -0.32 0.08
H -1.209528 1.422098 2.057097 0.32 -0.08 -0.04 0.07
H -1.853759 2.200506 0.522094 0.14 0.08 -0.15 0.07
```
Positions in Å, forces in eV/Å.

Its SMILES is NC(O)(O)C(=O)O.C=C. The calculation puts the LUMO energy at 0.55 eV. Its net charge is 0. Its orbital gap is 9.91 eV. The value obtained for the total energy is -513.49188 Eh. The energy above the lowest of the compared OMol25 structures with the same formula, charge and spin is 224.9 kJ/mol.

***

Which value of orbital gap does entry 1 give? 5.58 eV